Entry from the Open Molecules 2025 dataset: C36H35BrIrN5OS as an isolated structure at a distorted geometry (the ωB97M-V functional and the def2-TZVPD basis).

Summary:
Calculated total energy   -131106.87441 eV
Spin multiplicity   2
Total charge   +1
HOMO-LUMO gap (alpha / beta)   5.73 / 4.92 eV
LUMO energy (alpha / beta)   -4.9 / -5.6 eV
<S²>   0.766
ΔE to the lowest compared entry with this formula, charge and spin   51.2 kcal per mole

Geometry as XYZ:
```
80
C36H35BrIrN5OS the ωB97M-V functional and the def2-TZVPD basis
Ir -0.22 1.54 0.39
Br -2.40 0.02 -0.88
S -0.18 0.74 2.53
O 0.53 -0.28 -0.12
N 2.08 0.59 3.89
N 2.36 1.38 1.78
N -8.47 7.10 0.29
N 1.74 1.75 0.63
N 0.28 2.29 -1.47
C -6.37 5.58 0.45
C -7.54 6.42 0.37
C 1.28 3.31 -3.82
C -4.95 3.91 -0.52
C -0.11 -1.45 -0.11
C 2.13 3.02 -2.75
C -1.48 -1.54 -0.32
C -0.19 -3.83 0.29
C 3.89 2.34 -0.34
C -1.89 -5.84 1.73
C 2.64 -2.12 -1.19
C -2.33 -5.18 0.42
C 2.11 -2.77 0.10
C -4.09 4.01 0.58
C -2.00 -6.12 -0.76
C 2.68 -2.05 1.32
C -2.22 -2.70 -0.17
C -2.90 3.21 0.61
C -6.09 4.69 -0.58
C -1.89 2.53 0.59
C 0.57 -2.69 0.11
C -1.58 -3.86 0.20
C -0.07 3.09 -3.68
C 2.60 -4.22 0.13
C 5.86 3.68 -0.67
C 6.65 2.58 -0.37
C 2.41 2.19 -0.37
C -3.85 -4.98 0.46
C -5.53 5.67 1.56
C 1.54 0.96 2.72
C 1.60 2.54 -1.58
C 4.48 3.56 -0.66
C 6.07 1.37 -0.03
C -4.39 4.89 1.62
C 4.69 1.25 -0.01
C -0.54 2.56 -2.48
H -4.33 -5.92 0.75
H -4.72 3.21 -1.31
H 4.22 0.30 0.25
H -2.57 -7.04 -0.66
H -4.13 -4.22 1.20
H 7.73 2.68 -0.39
H 6.68 0.51 0.20
H -3.29 -2.67 -0.35
H 1.68 3.70 -4.74
H 1.46 0.43 4.66
H 2.38 -1.07 -1.25
H 0.32 -4.75 0.49
H 2.30 -2.50 2.24
H 2.15 -4.81 -0.68
H 3.02 0.87 4.09
H -3.73 4.94 2.47
H 6.31 4.63 -0.91
H 2.42 -1.00 1.31
H 3.77 -2.14 1.33
H 2.38 -4.70 1.08
H 2.24 -2.63 -2.07
H -2.11 -5.19 2.58
H -0.77 3.28 -4.49
H -1.58 2.35 -2.32
H 3.73 -2.21 -1.22
H -0.94 -6.37 -0.78
H -6.76 4.62 -1.43
H 3.19 3.17 -2.82
H -4.25 -4.68 -0.51
H 3.68 -4.23 -0.01
H -5.78 6.35 2.36
H 3.86 4.42 -0.87
H -0.82 -6.06 1.73
H -2.42 -6.78 1.86
H -2.26 -5.65 -1.71
```